Below is an isolated molecule of C3H5N3O, with properties calculated with ωB97M-V/def2-TZVPD.

The geometry in XYZ format:
```
12
Properties=species:S:1:pos:R:3:forces:R:3
O 1.0023 0.3659 -1.2359 -0.02 0.13 -0.32
C 0.7677 1.5798 -0.6287 -0.10 0.47 0.08
C -0.1380 0.7951 0.2576 0.33 -0.01 0.09
N -1.0844 0.1140 -0.6014 -0.06 -0.44 0.19
N -1.2141 -1.0102 -0.0521 0.12 0.25 -0.37
C -0.0998 -1.1915 0.9195 -0.05 -0.32 0.17
N 0.1776 0.1373 1.3250 0.00 0.09 -0.26
H 0.7334 -1.4208 0.2138 -0.09 -0.46 0.32
H 0.2907 2.3153 -1.2857 -0.01 0.10 0.17
H 1.6014 2.0059 -0.0589 -0.05 -0.03 -0.16
H -1.7645 -1.7240 -0.5149 0.06 0.06 0.01
H -0.2723 -1.9668 1.6617 -0.13 0.19 0.08
```
Positions in Å, forces in eV/Å.

Output
- energy above the lowest of the compared OMol25 structures with the same formula, charge and spin (kcal/mol) = 129.6
- electronic energy (eV) = -9704.96570
- orbital gap (alpha / beta) (eV) = 8.18 / 8.17

Results of the Löwdin charge analysis, in e, for atoms 1 through 6: atom 1 (O): -0.151, atom 2 (C): -0.264, atom 3 (C): -0.356, atom 4 (N): 0.182, atom 5 (N): 0.044, atom 6 (C): -0.183

Below is a cluster of 2 separate species, C3H6Br4N2O in total, with properties calculated with ωB97M-V/def2-TZVPD.

The geometry in XYZ format:
```
16
Properties=species:S:1:pos:R:3:forces:R:3
C 0.7544 0.7593 -0.0587 -0.99 -4.16 -0.47
C 1.4760 1.8906 0.2896 -0.24 2.99 -0.09
C -2.3188 -1.9161 0.2689 0.77 0.07 1.00
N 2.8818 2.0418 0.6724 -0.02 0.83 1.59
N -2.7015 -2.2139 -1.1161 -0.60 1.46 0.03
O -0.3961 0.5742 -0.3861 2.05 1.23 0.38
Br 1.9134 -0.9606 0.1013 0.13 1.78 -0.19
Br 0.6158 3.5291 0.1625 0.17 -0.53 0.07
Br -2.9161 -0.3138 0.9280 -0.24 -0.18 0.09
Br -0.7115 -2.7123 0.9155 -1.74 0.18 -0.57
H 3.5634 1.5188 0.1147 0.11 0.50 -0.93
H 3.0534 3.1005 0.8679 0.17 -2.00 -1.04
H 3.0856 1.6131 1.5846 -0.49 -0.18 0.42
H -1.9186 -2.0659 -1.7419 0.36 0.71 -0.60
H -3.5677 -1.6439 -1.4281 1.53 -1.28 0.51
H -2.8133 -3.2009 -1.1746 -0.98 -1.42 -0.20
```
Positions in Å, forces in eV/Å.

Output
- energy above the lowest of the compared OMol25 structures with the same formula, charge and spin (kcal/mol) = 22.5
- net charge = +2
- electronic energy (eV) = -288384.78358
- orbital gap (alpha / beta) (eV) = 9.20 / 5.15

Results of the Löwdin charge analysis, in e, for atoms 1 through 6: atom 1 (C): -0.743, atom 2 (C): -0.659, atom 3 (C): -1.168, atom 4 (N): 0.155, atom 5 (N): 0.106, atom 6 (O): -0.048

Below is the ion C3H10N3 with charge +1, with properties calculated with ωB97M-V/def2-TZVPD.

The geometry in XYZ format:
```
16
Properties=species:S:1:pos:R:3:forces:R:3
C -0.2266 -0.8066 -1.2559 -0.26 0.21 2.67
C 0.0561 -0.1216 1.5206 -0.67 -1.51 -1.90
C -0.5565 0.0472 0.0565 -0.37 0.34 -0.45
N 0.9653 -0.2135 -1.8864 0.44 -0.10 -0.03
N -0.6697 -0.6403 2.4782 0.51 0.52 -0.62
N -0.1997 1.4134 -0.3782 -0.22 0.34 0.59
H -0.1355 -1.8754 -1.0888 0.00 -0.07 -0.16
H 1.1298 -0.1289 1.6445 0.19 0.15 0.28
H -1.6348 -0.0806 0.2173 0.10 0.04 0.07
H 0.8556 -0.1960 -2.9027 0.09 0.11 0.25
H 1.8696 -0.6478 -1.6640 -0.15 0.22 -0.15
H -0.2678 -0.9965 3.3346 0.02 0.08 0.03
H -1.6788 -0.6714 2.3920 0.00 -0.09 -0.04
H 0.0047 2.0273 0.4026 -0.06 0.11 -0.09
H -0.9542 1.8252 -0.9174 -0.01 -0.05 -0.01
H 0.8655 0.7777 -1.4605 0.37 -0.29 -0.45
```
Positions in Å, forces in eV/Å.

Output
- energy above the lowest of the compared OMol25 structures with the same formula, charge and spin (kcal/mol) = 102.6
- net charge = +1
- electronic energy (eV) = -7733.81400
- orbital gap (alpha / beta) (eV) = 6.08 / 6.94

Results of the Löwdin charge analysis, in e, for atoms 1 through 6: atom 1 (C): -0.100, atom 2 (C): 0.017, atom 3 (C): -0.370, atom 4 (N): 0.054, atom 5 (N): 0.184, atom 6 (N): -0.002

Below is a cluster of 2 separate species, C4H7NO in total, with properties calculated with ωB97M-V/def2-TZVPD.

The geometry in XYZ format:
```
13
Properties=species:S:1:pos:R:3:forces:R:3
O 1.2908 -0.4868 2.0700 0.03 -0.02 0.22
C 0.5597 0.5663 -0.8392 0.14 0.13 -0.04
C -0.0354 -0.7710 -1.1281 -0.01 -0.16 -0.10
C -0.7411 0.1692 -0.1794 -0.09 0.01 0.13
C -1.9673 0.8062 -0.5989 -0.79 0.42 -0.28
N -2.9502 1.3208 -0.9319 0.95 -0.50 0.31
H 1.5109 -1.1759 2.7075 -0.01 0.07 -0.07
H 1.4262 0.6024 -0.1874 -0.16 0.01 -0.14
H 0.5135 1.3255 -1.6138 -0.02 -0.13 0.13
H 0.4242 -1.6437 -0.6755 -0.07 0.15 -0.07
H -0.4905 -0.9339 -2.1000 0.07 0.05 0.17
H 1.1494 0.3053 2.6022 0.05 -0.08 -0.04
H -0.6901 -0.0844 0.8744 -0.08 0.06 -0.22
```
Positions in Å, forces in eV/Å.

Output
- SMILES = N#CC1CC1.O
- energy above the lowest of the compared OMol25 structures with the same formula, charge and spin (kcal/mol) = 39.1
- electronic energy (eV) = -7797.94742
- orbital gap (eV) = 10.84

Results of the Löwdin charge analysis, in e, for atoms 1 through 6: atom 1 (O): -0.048, atom 2 (C): -0.114, atom 3 (C): -0.106, atom 4 (C): -0.292, atom 5 (C): -0.201, atom 6 (N): 0.133